ORCA calculation (ωB97M-V/def2-TZVPD) on 15 unconnected molecules or ions with the total composition C58H90O45 in a non-equilibrium geometry.

Each line ends with the Mulliken charge.
Cartesian coordinates (Å):
C  -5.9190  18.0248  -5.9933  -0.26
C  -6.1374  19.0664  -7.0515  0.41
C  -5.0778  20.1293  -7.3356  -0.33
O  -4.8529  20.0274  -8.6747  -0.37
C  -5.3589  18.9055  -9.1938  0.62
O  -5.1281  18.4617  -10.3259  -0.59
O  -6.0685  18.3592  -8.2565  -0.14
H  -6.4998  17.1093  -6.1060  -0.21
H  -6.2460  18.5725  -5.1094  0.48
H  -4.8534  17.8078  -5.9199  -0.11
H  -7.0817  19.5630  -6.8283  0.35
H  -4.1753  20.1510  -6.7247  -0.03
H  -5.3826  21.1464  -7.0890  0.40
C  -1.0540  6.3678  -5.4176  -1.09
C  -1.0519  7.3744  -4.2798  0.98
C  -0.0396  7.0142  -3.2044  -0.52
O  0.6627  8.2233  -2.9492  -0.39
C  0.2171  9.1791  -3.7733  0.60
O  0.5961  10.3368  -3.6375  -0.60
O  -0.6150  8.5638  -4.6476  -0.18
H  -0.0740  6.4007  -5.8937  0.52
H  -1.7376  6.5934  -6.2361  -0.39
H  -1.1840  5.3902  -4.9533  0.45
H  -2.0484  7.4541  -3.8453  0.00
H  0.6236  6.1735  -3.4079  0.32
H  -0.5973  6.7527  -2.3051  0.29
C  -4.1265  3.5536  -5.6789  -1.58
C  -5.3584  4.4510  -5.2289  1.54
C  -6.1069  3.9324  -3.9901  -0.27
O  -5.7719  4.9748  -3.0954  -0.39
C  -5.0249  6.0437  -3.6726  0.25
O  -4.7026  7.0764  -3.0400  -0.57
O  -4.7492  5.7721  -4.9373  0.22
H  -4.4287  2.5994  -6.1104  0.43
H  -3.3687  3.3499  -4.9224  0.41
H  -3.5669  4.0352  -6.4808  0.29
H  -6.0159  4.5420  -6.0934  -0.81
H  -5.7096  2.9601  -3.6990  0.39
H  -7.1359  3.5733  -4.0037  0.13
C  -4.2743  8.2686  -10.1380  -1.36
C  -2.7628  8.3529  -9.8527  1.16
C  -2.3728  7.7347  -8.5168  -0.31
O  -1.8684  6.4667  -8.7604  -0.40
C  -1.6933  6.3818  -10.0646  0.56
O  -1.1182  5.4600  -10.5762  -0.61
O  -2.1510  7.4434  -10.6552  -0.42
H  -4.4267  8.5030  -11.1915  0.47
H  -4.9097  9.0223  -9.6730  0.32
H  -4.7321  7.2927  -9.9761  0.06
H  -2.2516  9.3153  -9.8752  0.22
H  -3.2312  7.6332  -7.8528  -0.03
H  -1.6013  8.3104  -8.0053  0.28
C  -11.5462  6.4797  -4.5406  -1.72
C  -10.1616  6.7179  -4.1382  0.68
C  -9.2970  5.4506  -4.3982  -0.26
O  -8.2521  5.9828  -5.0967  -0.19
C  -8.3121  7.3386  -5.2994  0.25
O  -7.4528  8.0015  -5.8044  -0.27
O  -9.4875  7.7698  -4.7920  -0.20
H  -11.8558  5.4915  -4.2004  0.40
H  -11.5504  6.4687  -5.6305  0.39
H  -12.2440  7.2680  -4.2579  0.40
H  -10.1493  7.0126  -3.0888  0.00
H  -9.8604  4.7558  -5.0211  0.27
H  -8.9720  5.0153  -3.4532  0.17
C  -2.0824  14.1269  -5.5723  -0.85
C  -1.4267  12.9891  -6.4014  0.30
C  -2.1156  11.6884  -6.1450  0.71
O  -2.4388  11.1200  -7.3941  0.19
C  -2.2119  11.9950  -8.3839  0.35
O  -2.4125  11.7651  -9.6206  -0.64
O  -1.7437  13.2021  -7.7788  -0.38
H  -3.1125  14.3476  -5.8521  0.00
H  -1.4096  14.9825  -5.6321  0.47
H  -2.2005  13.8854  -4.5160  -0.11
H  -0.3392  12.9170  -6.3856  0.47
H  -2.9967  11.6352  -5.5054  -0.37
H  -1.3736  11.1333  -5.5711  -0.29
C  -8.4950  9.8093  -0.8516  -1.56
C  -7.7333  8.5677  -1.3388  0.94
C  -6.6617  8.1974  -0.2763  -0.36
O  -6.7913  6.8392  -0.1478  -0.34
C  -7.9611  6.4203  -0.7600  0.62
O  -8.3102  5.2212  -0.8294  -0.64
O  -8.5618  7.4478  -1.2846  -0.32
H  -8.4784  9.9238  0.2323  0.41
H  -9.5032  9.6048  -1.2117  0.37
H  -8.0153  10.6404  -1.3686  0.28
H  -7.5402  8.5176  -2.4104  0.12
H  -6.6017  8.7531  0.6595  0.39
H  -5.7138  8.4732  -0.7384  0.16
C  -3.5867  12.6491  -2.5908  -1.21
C  -3.9312  13.8133  -1.5900  0.46
C  -2.7145  14.3116  -0.8564  -0.61
O  -2.5726  15.6663  -1.3929  -0.37
C  -3.5628  15.9367  -2.3050  0.45
O  -3.7599  16.9802  -2.9153  -0.52
O  -4.4421  14.9217  -2.3144  -0.08
H  -3.4212  11.6819  -2.1162  0.57
H  -2.5793  12.7219  -3.0006  0.45
H  -4.4268  12.6375  -3.2852  -0.06
H  -4.7576  13.4329  -0.9897  0.44
H  -1.7802  13.7750  -1.0216  0.30
H  -2.9322  14.2042  0.2062  0.33
C  -4.8401  15.3924  -11.2846  -1.64
C  -5.8311  14.3996  -11.8208  0.73
C  -5.6312  12.9418  -11.3797  -0.26
O  -6.8026  12.6554  -10.7899  0.09
C  -7.6068  13.7230  -10.6627  0.16
O  -8.6996  13.6484  -10.1516  -0.51
O  -7.0457  14.7786  -11.1848  -0.34
H  -4.5661  15.3915  -10.2296  0.13
H  -5.1722  16.3971  -11.5462  0.42
H  -3.8745  15.3254  -11.7859  0.50
H  -5.9125  14.4049  -12.9077  0.36
H  -4.7272  12.7175  -10.8136  -0.02
H  -5.4384  12.3020  -12.2409  0.31
C  -7.7813  6.8367  -9.1442  -1.45
C  -7.6536  5.3826  -8.8246  0.96
C  -8.2143  4.4652  -9.8614  -0.40
O  -7.0354  3.7183  -10.2972  -0.39
C  -5.9988  3.9657  -9.5171  0.52
O  -4.9365  3.3712  -9.5699  -0.55
O  -6.2961  5.0337  -8.7068  -0.16
H  -7.4730  7.5159  -8.3495  -0.02
H  -8.8331  7.1080  -9.2344  0.56
H  -7.3745  7.0397  -10.1349  0.50
H  -7.7883  5.0966  -7.7814  -0.17
H  -8.5712  5.1134  -10.6617  0.35
H  -8.9234  3.8246  -9.3371  0.33
C  -9.9319  14.5860  -7.2178  -0.32
C  -10.9069  13.4856  -7.7551  0.71
C  -10.5598  11.9665  -7.5096  0.63
O  -11.7224  11.4734  -7.0089  -0.34
C  -12.6262  12.4539  -6.7043  0.46
O  -13.7499  12.2752  -6.3293  -0.59
O  -12.1913  13.6320  -7.1878  -0.48
H  -9.4718  14.2925  -6.2743  -0.42
H  -10.4320  15.5536  -7.1755  0.48
H  -9.1097  14.7581  -7.9123  -0.06
H  -11.0696  13.8086  -8.7833  0.08
H  -9.7958  11.8183  -6.7464  -0.06
H  -10.0784  11.5178  -8.3785  -0.14
C  -8.8359  12.8626  -3.6396  -0.76
C  -8.9307  14.2508  -3.1234  0.54
C  -7.7052  15.0670  -3.1783  0.54
O  -8.2644  16.3371  -3.7024  -0.34
C  -9.5427  16.1903  -3.9823  0.58
O  -10.2746  17.0412  -4.4517  -0.61
O  -10.0122  14.9083  -3.8310  -0.38
H  -8.7376  12.9033  -4.7244  -0.28
H  -9.6598  12.1773  -3.4408  0.59
H  -8.0577  12.2122  -3.2403  -0.07
H  -9.2378  14.1928  -2.0791  0.41
H  -6.9388  14.6212  -3.8123  -0.29
H  -7.3609  15.2226  -2.1559  0.15
C  -8.4155  10.8528  -13.5812  -1.15
C  -9.5708  10.1638  -12.8809  0.34
C  -9.1375  9.7371  -11.5060  0.04
O  -10.2065  10.2264  -10.6119  -0.25
C  -10.9836  11.0980  -11.2678  0.63
O  -11.9331  11.7514  -10.8429  -0.59
O  -10.4928  11.2146  -12.4974  -0.35
H  -8.0511  11.6592  -12.9448  0.08
H  -8.7920  11.2843  -14.5087  0.41
H  -7.6035  10.1495  -13.7655  0.38
H  -10.0715  9.2968  -13.3118  0.40
H  -8.2180  10.1309  -11.0730  0.03
H  -9.2459  8.6531  -11.5412  0.05
C  -5.6380  10.5226  -6.1846  -1.38
O  -5.2164  11.6487  -6.9220  0.43
C  -5.5815  12.8535  -6.5531  0.41
O  -5.9417  13.1683  -5.3996  -0.45
O  -5.4995  13.5595  -7.5374  0.39
C  -5.9462  14.8870  -7.4894  -0.31
H  -5.1765  9.6247  -6.5957  0.20
H  -6.6680  10.2283  -6.3856  0.41
H  -5.4505  10.5837  -5.1126  0.29
H  -5.5383  15.4063  -8.3566  -0.40
H  -5.6358  15.4330  -6.5986  0.21
H  -7.0278  14.9583  -7.6045  0.03
C  -2.1985  18.4792  -5.7386  -0.78
O  -2.4107  18.2433  -7.1485  -0.06
C  -1.4835  18.4365  -8.1190  0.43
O  -0.2271  18.5291  -7.9243  -0.63
O  -2.1397  18.4316  -9.3028  0.01
C  -1.5035  18.8428  -10.5189  -0.84
H  -1.5827  17.6437  -5.4055  0.25
H  -3.1078  18.3418  -5.1535  0.34
H  -1.8242  19.4890  -5.5706  0.35
H  -1.9978  19.7544  -10.8546  0.28
H  -1.6599  18.1082  -11.3088  0.23
H  -0.4285  19.0037  -10.4372  0.39

Atomic forces in eV per Å
C 0.524 1.243 1.034
C 0.473 -0.205 0.505
C -0.138 1.565 2.708
O 1.531 0.893 -2.533
C 1.602 -0.396 -2.885
O -0.881 1.382 3.123
O -2.355 -2.462 -1.021
H -0.177 0.478 -0.124
H 0.189 -0.665 0.675
H -0.160 -0.283 0.062
H -0.427 -0.248 -0.851
H 0.469 -1.201 -0.258
H -0.871 0.082 -0.405
C 0.581 0.464 -0.035
C -0.774 -3.741 0.836
C -0.581 -0.954 1.487
O 0.220 -0.349 0.377
C 1.327 0.951 1.235
O -1.651 -2.352 -1.470
O 0.878 6.249 -2.474
H 0.243 -0.191 0.118
H -0.401 -0.249 0.497
H -0.306 -0.142 -0.439
H -0.213 0.029 0.039
H 0.261 0.329 -0.378
H 0.241 -0.049 0.227
C -0.620 0.527 -0.200
C 1.775 -1.697 -2.151
C 1.775 -0.021 -0.476
O 0.421 1.984 1.007
C -0.379 1.427 2.464
O -1.170 -3.773 -2.148
O -1.338 -1.003 0.714
H -0.353 -0.030 0.196
H -0.411 0.119 0.526
H -0.285 0.321 -0.106
H 0.145 0.463 0.063
H 1.105 0.248 0.493
H -0.647 1.606 -0.467
C -0.083 1.185 -0.808
C -1.371 -0.055 2.425
C -0.934 1.403 2.481
O -0.203 -0.560 0.702
C 1.953 -2.681 -0.433
O -0.567 0.578 -0.209
O 0.900 -0.023 -4.267
H 0.178 -0.186 -0.282
H 0.355 0.063 0.632
H 0.472 -0.176 0.297
H -0.721 0.228 -0.738
H -0.031 0.136 0.157
H -0.013 0.177 0.050
C -1.128 0.454 -1.464
C 0.368 -0.821 2.243
C -1.799 0.991 1.030
O 3.067 0.804 -1.710
C -0.574 -0.577 0.629
O -0.710 -0.598 0.230
O 0.782 0.672 -1.140
H -0.200 0.191 0.196
H -0.253 -0.223 -0.256
H 0.009 -0.182 0.271
H 0.198 -0.320 0.135
H 0.162 -0.228 0.037
H 0.069 -0.198 -0.106
C 1.224 -0.173 0.109
C -2.071 1.144 -0.269
C 0.748 -1.292 1.833
O 0.437 -0.381 -1.106
C -0.217 0.796 -2.777
O 0.973 1.387 5.695
O -0.852 -1.474 -2.800
H 0.197 0.023 -0.670
H -0.463 0.348 -0.050
H 0.523 -0.286 -0.072
H -0.087 0.143 0.627
H -0.286 0.770 -0.264
H -0.060 -0.960 -0.423
C 0.202 -0.891 -1.402
C -0.146 1.203 1.992
C 1.599 1.722 -2.370
O -1.034 -2.176 0.097
C 0.950 -4.545 0.733
O 0.952 4.260 0.276
O -2.453 -1.184 0.068
H 0.003 -0.048 -0.199
H -0.217 0.826 0.082
H -0.447 0.387 0.247
H 1.298 1.135 0.132
H -1.070 -0.211 0.227
H 0.467 -0.552 -0.069
C 0.031 0.546 0.907
C 0.179 -2.632 -1.587
C -0.309 0.623 0.031
O -0.150 -0.026 -0.135
C -0.856 1.886 0.186
O 1.201 -2.429 1.343
O 0.250 0.074 -0.424
H -0.877 -0.089 0.570
H -0.276 0.806 -0.637
H 0.423 -0.377 -0.466
H 0.198 0.332 0.418
H -0.176 0.000 -0.423
H 0.302 1.137 0.238
C 1.327 0.963 -1.187
C 1.671 0.232 0.855
C 2.694 0.556 -2.014
O -2.228 -1.956 1.765
C -1.973 -0.927 0.845
O 1.100 0.225 -0.357
O -0.673 0.520 -0.607
H -0.647 -0.467 0.076
H -0.167 0.007 0.276
H 0.108 -0.353 -0.241
H -0.281 0.560 0.053
H -0.232 0.517 0.967
H -0.561 -0.107 -0.404
C -1.174 0.600 0.182
C 0.929 0.638 2.089
C 0.903 -0.137 0.273
O -1.883 -0.364 -0.533
C 2.433 0.026 0.267
O -2.182 1.357 0.447
O 3.116 -1.179 -1.325
H 0.730 -0.195 -0.191
H -0.389 -0.269 -0.102
H 0.476 0.151 0.165
H -2.352 0.583 0.111
H -0.379 -0.841 -0.298
H -0.243 -0.287 -0.971
C -0.044 -0.924 -0.227
C 1.473 1.418 -0.526
C 2.253 2.642 -0.267
O -2.231 -1.389 0.880
C -1.260 0.112 -1.976
O 1.155 -0.261 0.601
O -0.163 -0.432 1.439
H -0.303 0.252 0.218
H -0.232 -0.190 0.421
H -0.112 -0.405 -0.297
H 0.263 -0.908 -0.370
H 0.264 0.509 0.381
H -1.109 -0.400 -0.396
C 0.097 -1.735 -0.899
C -2.250 -2.268 1.446
C -0.277 1.280 -0.462
O 1.580 -0.607 0.670
C -3.325 0.821 -2.227
O 1.565 -0.819 0.976
O 2.248 0.988 0.800
H 0.289 -0.150 -0.028
H -0.808 0.747 0.081
H 0.816 0.708 0.025
H -0.284 0.107 0.169
H 0.057 0.584 -0.244
H 0.378 0.315 -0.323
C -0.644 -0.330 -0.700
C 0.683 1.886 1.888
C -1.350 -0.802 1.474
O 0.234 -0.817 0.354
C -1.476 1.618 0.733
O 2.504 -1.975 -0.695
O -0.809 0.320 -2.301
H -0.087 -0.100 0.052
H 0.344 -0.037 -0.150
H -0.005 0.021 -0.187
H -0.139 0.574 -0.792
H 0.134 -0.170 -0.459
H 0.700 -0.096 0.869
C -0.407 -1.328 0.164
O 0.387 -1.557 -0.278
C -1.439 -2.833 6.749
O 0.553 -0.431 -1.798
O 0.531 3.824 -5.075
C -0.254 1.857 -0.418
H 0.857 0.347 0.042
H -0.406 0.878 0.273
H -0.003 0.197 -0.100
H 0.163 -0.183 0.103
H 0.088 -0.506 0.042
H -0.046 -0.342 0.273
C 0.837 -0.790 -0.404
O -0.788 0.411 -0.907
C 3.720 0.031 0.818
O -4.932 -0.081 -0.856
O 0.497 -0.102 1.234
C 0.290 0.235 -0.377
H 0.647 0.599 0.320
H -0.353 0.156 -0.711
H 0.405 -0.300 0.047
H 0.050 0.050 0.202
H -0.195 -0.290 0.382
H -0.111 -0.013 0.450

Results
- HOMO energy: -0.3699 Eh
- Orbital gap: 9.77 eV
- Largest force on an atom: 7.46 eV Å⁻¹
- Total charge: 0